71
Properties=species:S:1:pos:R:3:mulliken_charge:R:1 method="wB97M-V/def2-TZVPD" e_homo_ha=-0.15613 multiplicity=1 de_lowest_kj_mol=83.0 total_charge=-1
Tl -0.41521 -0.05602 0.07598 0.7660
C -2.73891 -1.64172 3.36838 -1.2232
N -1.87671 -2.60332 2.75468 -0.1150
C -0.59471 -2.81932 3.35338 -1.1536
C 0.63369 -2.08022 2.89078 0.2549
N 0.76679 -0.94682 2.27378 0.0521
C 2.12009 -0.71772 2.14878 0.2173
C 2.82049 0.34448 1.58628 -0.3751
C 4.19999 0.30378 1.64098 -0.6364
C 4.88119 -0.76292 2.22748 -0.5017
C 4.20419 -1.83122 2.78368 -1.0513
C 2.82259 -1.79252 2.73298 0.7729
N 1.85039 -2.63742 3.20628 -0.1080
C -2.66931 -0.20482 2.94258 0.6125
N -1.63901 0.52418 2.63288 -0.1554
C -2.09831 1.81208 2.51138 -0.3271
C -1.41891 3.00528 2.29168 -0.2437
C -2.14751 4.17828 2.35118 -0.6750
C -3.52071 4.18408 2.60198 -0.4796
C -4.22031 3.00918 2.80128 -0.9163
C -3.49201 1.83508 2.76028 0.7762
N -3.82491 0.53508 3.01678 -0.1106
H -2.59471 -1.65102 4.46518 0.4003
H -3.77311 -1.96862 3.17788 0.3160
H -1.83581 -2.39492 1.69318 0.2167
H -0.36201 -3.88912 3.21888 0.3659
H -0.66801 -2.64762 4.44378 0.3499
H 2.31189 1.16968 1.11608 0.3622
H 4.77009 1.10688 1.20088 0.3728
H 5.96199 -0.75412 2.25038 0.3805
H 4.72109 -2.67032 3.22718 0.3657
H 1.99719 -3.55872 3.58278 0.2551
H -0.36041 3.00998 2.08758 0.4926
H -1.64301 5.12358 2.21348 0.3960
H -4.04181 5.12918 2.66888 0.3718
H -5.28341 3.00318 2.99308 0.3860
H -4.74951 0.16598 3.15568 0.2807
N -3.59091 3.77318 -4.32952 -0.5448
C -3.26791 2.84408 -3.36532 1.1588
C -3.28561 3.18188 -2.00942 -0.6828
C -2.99261 2.20358 -1.08092 0.0377
N -2.70231 0.95218 -1.40202 -0.2447
C -2.70591 0.62398 -2.68432 -0.4387
C -2.98331 1.51838 -3.70042 -0.7203
H -3.49581 4.73948 -4.06112 0.2163
H -3.29401 3.56128 -5.26832 0.2202
H -3.50191 4.19488 -1.69592 0.3140
H -2.97701 2.43598 -0.02382 -0.0129
H -2.46921 -0.40792 -2.90182 0.4077
H -2.96101 1.20938 -4.73622 0.2790
O 3.32819 2.06578 -3.11872 -0.6940
S 3.83299 0.96468 -2.32682 1.0829
O 4.93559 1.30348 -1.45532 -0.6554
N 2.63339 0.18908 -1.52942 -0.2301
C 2.48129 -1.02832 -1.98242 0.8075
S 1.38119 -2.13312 -1.37992 -0.4762
C 3.37179 -1.42032 -3.09522 -0.0438
C 3.37399 -2.61292 -3.80512 -0.8057
C 4.29499 -2.76402 -4.82822 -0.5370
C 5.20159 -1.75842 -5.13542 -0.4133
C 5.19259 -0.56062 -4.42882 -0.5429
C 4.26709 -0.41302 -3.42242 0.0895
H 2.66399 -3.38862 -3.55862 0.4398
H 4.30549 -3.68302 -5.39702 0.3694
H 5.91569 -1.90772 -5.93442 0.3740
H 5.89069 0.23078 -4.66072 0.4219
C -2.18601 -2.96642 -0.64492 -0.8678
O -1.93721 -1.96052 0.24808 -0.5974
H -1.30451 -3.21412 -1.26102 0.1613
H -3.00361 -2.69072 -1.34312 0.1625
H -2.50471 -3.89402 -0.12972 0.2735


67
Properties=species:S:1:pos:R:3:mulliken_charge:R:1 method="wB97M-V/def2-TZVPD" s_squared=0.841 e_homo_ha="-0.36292 / -0.36127" multiplicity=2 de_lowest_kj_mol=133.8 total_charge=+1
Ir -0.07416 -0.43033 -0.32025 1.7661
C 2.07574 -0.82308 2.92992 -0.5493
C 3.16536 -1.31703 1.99057 -0.7053
C 2.68128 -1.57502 0.56106 -0.4989
N 2.08701 -0.39921 -0.04878 -0.3389
C 2.81262 0.49873 -0.65794 1.1826
C 4.22494 0.35673 -0.81482 -0.4790
C 5.18962 1.22492 -1.25768 -0.7695
C 5.07379 2.57088 -1.60904 -0.4317
C 3.89182 3.29377 -1.73744 -0.8508
C 2.59307 2.85019 -1.64748 -0.5556
C 2.04372 1.59180 -1.26895 1.0131
N 0.77259 1.32719 -1.40616 0.0949
C -0.11765 2.26586 -2.06068 -0.7742
C -1.56027 1.86543 -1.87463 -1.2620
C -1.98180 2.06865 -0.42706 -0.9496
N -1.50812 0.98289 0.40860 0.2506
C -2.10090 0.70669 1.54900 0.5378
C -2.94494 1.64928 2.17802 -0.7332
C -3.89143 1.49369 3.16956 -0.4698
C -4.37094 0.31912 3.72973 -0.6316
C -3.83872 -0.94727 3.55557 -0.6307
C -2.67118 -1.32205 2.91964 -0.4442
C -1.76073 -0.59340 2.12576 0.6923
N -0.59432 -1.06704 1.72856 0.2038
C 0.01429 -2.25816 2.28115 -1.0524
C 1.06443 -1.88770 3.34287 -1.0639
H 1.54884 0.01601 2.47034 0.2039
H 2.55739 -0.45239 3.83633 0.3720
H 3.59590 -2.24775 2.36752 0.4626
H 3.96518 -0.57090 1.95714 0.4126
H 1.93575 -2.36268 0.55952 -0.3808
H 3.51725 -1.95135 -0.02856 0.6280
H 4.61064 -0.61441 -0.54105 0.2943
H 6.19363 0.81952 -1.29120 0.3674
H 5.99258 3.10075 -1.82433 0.3655
H 4.00408 4.33643 -2.00861 0.3598
H 1.85849 3.60078 -1.90106 0.2320
H 0.12906 2.31764 -3.12576 0.4928
H 0.00126 3.26967 -1.63996 0.5355
H -1.69978 0.81521 -2.14136 0.1023
H -2.18913 2.46783 -2.52998 0.5551
H -3.07279 2.10557 -0.37775 0.6106
H -1.59880 3.03242 -0.06350 0.4751
H -2.81472 2.66356 1.82208 0.3928
H -4.37707 2.40532 3.49762 0.3848
H -5.24573 0.40376 4.36164 0.3745
H -4.38338 -1.75204 4.03554 0.4237
H -2.42878 -2.37246 3.01014 0.2081
H 0.46560 -2.82108 1.46475 0.0592
H -0.69528 -2.93002 2.76570 0.5580
H 1.57851 -2.80671 3.63992 0.4534
H 0.52647 -1.51835 4.21932 0.3607
Cl -3.64044 -6.81036 0.49112 -0.2106
C -3.11648 -5.21821 0.07177 0.1501
C -4.01928 -4.14709 0.18056 -0.6781
C -3.61857 -2.87536 -0.12654 0.6893
Cl -4.72524 -1.55823 -0.01675 -0.1569
C -2.28324 -2.57186 -0.54143 -0.0431
O -1.95321 -1.36846 -0.80173 -0.8731
C -1.40508 -3.69222 -0.66080 0.9967
C -0.05539 -3.49224 -1.07049 -0.2714
O 0.52829 -2.41392 -1.23915 -0.6365
C -1.84013 -4.99671 -0.36157 -1.1153
H -5.03418 -4.33740 0.50184 0.4834
H 0.52385 -4.41132 -1.24635 0.3652
H -1.15049 -5.82585 -0.46642 0.4458


113
Properties=species:S:1:pos:R:3:mulliken_charge:R:1 method="wB97M-V/def2-TZVPD" s_squared=0.754 e_homo_ha="-0.30396 / -0.35154" multiplicity=2 de_lowest_kj_mol=0.0
C 4.49654 -1.43666 0.61478 -1.3197
C 3.28015 -2.34851 0.88928 2.3432
C 3.73149 -3.49453 1.79246 -1.8004
C 2.14161 -1.59896 1.62481 -2.0464
C 1.20425 -0.76579 0.73938 1.0492
C 0.03585 -0.26912 1.58686 0.4154
F 0.40144 -0.19195 2.89088 -0.4619
F -1.01532 -1.13513 1.52994 0.4862
C -0.53817 1.15353 1.28539 0.0117
F -1.09561 1.65709 2.39929 -0.3284
F 0.50158 1.94498 0.95120 -0.1998
C -1.60004 1.35559 0.16127 0.2749
F -1.77368 2.68155 0.07553 -0.3677
F -1.07758 0.94302 -1.00983 -0.1105
C -3.03434 0.70956 0.36100 0.7527
F -3.16830 0.25648 1.61268 -0.2785
F -3.95382 1.67409 0.17862 -0.3415
C -3.38893 -0.42056 -0.65721 0.5971
F -3.67232 0.17505 -1.82362 -0.3781
F -2.35397 -1.25450 -0.85124 -0.0314
C -4.62373 -1.29022 -0.23576 0.1702
F -5.21020 -1.73083 -1.36320 -0.3367
F -5.49975 -0.53018 0.42419 -0.2666
C -4.27375 -2.53991 0.64342 0.8701
F -3.16522 -2.30504 1.36013 -0.2989
F -5.28347 -2.74470 1.50321 -0.3316
C -4.06836 -3.87251 -0.14350 0.5314
F -3.36150 -3.69226 -1.25276 -0.2227
F -3.39651 -4.70997 0.63904 -0.1799
F -5.23896 -4.40783 -0.45272 -0.2527
C 0.74859 -1.61545 -0.44538 -2.1088
C 1.93984 -2.08031 -1.28618 2.2974
C 2.72124 -0.90334 -1.86064 -1.3247
C 1.44040 -2.93821 -2.44659 -1.8567
N 2.77111 -2.94187 -0.38885 0.8028
O 2.35541 -4.14646 -0.30332 -0.6725
H 4.32250 -0.40565 0.92674 0.1088
H 5.35114 -1.79923 1.18703 0.6190
H 4.81173 -1.42966 -0.42515 -0.0566
H 4.39882 -4.16329 1.25071 0.5145
H 2.89025 -4.08020 2.15639 0.0928
H 4.25519 -3.07135 2.65066 0.4910
H 1.54400 -2.33337 2.17042 -0.1781
H 2.61458 -0.94424 2.35843 0.4781
H 1.73929 0.10869 0.36876 0.3516
H 0.05979 -1.08354 -1.09804 0.3897
H 0.24105 -2.51303 -0.08310 0.5282
H 3.10787 -0.22249 -1.10460 0.3828
H 3.57858 -1.25547 -2.43468 0.0940
H 2.06806 -0.32784 -2.51686 0.0745
H 0.59826 -3.56167 -2.15321 0.3919
H 1.12495 -2.28372 -3.26106 0.3054
H 2.23843 -3.58206 -2.81358 0.4624
C 0.06876 0.50564 -5.60575 -0.2013
Cl -0.69061 0.89372 -4.05794 -0.0464
Cl 0.12860 1.91232 -6.65934 -0.0415
Cl 1.68272 -0.15870 -5.34252 -0.0455
H -0.53262 -0.25576 -6.08464 0.3108
C -1.24414 -4.13957 3.23095 0.8794
Cl -1.17039 -2.66632 4.19730 -0.1465
Cl 0.31529 -4.96324 3.22432 -0.1627
Cl -2.52739 -5.20494 3.80724 -0.0832
H -1.47388 -3.86159 2.21097 -0.5401
C -0.49004 4.88608 -9.42131 0.0390
Cl -1.10547 3.37300 -10.08528 -0.1264
Cl 0.97830 4.61600 -8.48531 -0.1063
Cl -0.21724 6.07213 -10.69733 -0.1246
H -1.24073 5.28481 -8.75152 0.3044
C -6.01106 -3.90594 4.39875 0.4112
Cl -4.94497 -2.58344 4.87830 -0.1237
Cl -5.79004 -5.31819 5.42925 -0.0665
Cl -7.69522 -3.38209 4.39645 -0.1515
H -5.74890 -4.19025 3.38883 -0.0887
C 3.15626 3.30685 2.54475 0.0557
Cl 4.40304 3.60310 3.75023 -0.0783
Cl 2.90036 4.71771 1.52187 -0.1354
Cl 3.56023 1.89111 1.56532 -0.1127
H 2.22800 3.09392 3.05921 0.1907
C 6.10340 0.20575 -4.07253 0.0983
Cl 7.59300 0.32890 -4.99971 -0.1262
Cl 4.97102 -0.91353 -4.83338 -0.1153
Cl 6.42444 -0.27699 -2.40528 -0.1061
H 5.63864 1.18274 -4.04921 0.2635
C 2.16579 8.89386 -6.88035 0.2142
Cl 3.59032 9.23326 -7.86441 -0.1183
Cl 0.91020 8.12168 -7.85161 -0.0463
Cl 2.57437 7.91163 -5.47739 -0.1317
H 1.77137 9.84205 -6.54270 0.0869
C -4.77900 -4.49123 9.75993 -0.0371
Cl -5.30054 -6.14226 9.42210 -0.0988
Cl -3.37883 -4.48188 10.83462 -0.1327
Cl -4.43598 -3.62836 8.26316 -0.0453
H -5.58844 -3.98223 10.26574 0.3196
C 0.71254 12.02315 -8.85821 0.2042
Cl 2.11346 13.08697 -8.82269 -0.1106
Cl 0.13960 11.68553 -7.21667 -0.1486
Cl -0.58193 12.69546 -9.84104 -0.1253
H 1.01581 11.07961 -9.29534 0.1879
C -6.11373 3.71071 1.57789 0.6553
Cl -5.89819 4.62986 3.06725 -0.1389
Cl -6.99062 2.21209 1.88220 -0.1282
Cl -6.92627 4.67928 0.34828 -0.1394
H -5.13334 3.45321 1.20257 -0.2310
C -2.51168 -8.97120 7.11780 -0.0074
Cl -3.33715 -7.45830 6.76171 -0.0078
Cl -3.58658 -10.09221 7.95689 -0.1363
Cl -1.85868 -9.70101 5.65127 -0.1286
H -1.68281 -8.75138 7.77740 0.2873
C 8.38725 3.30141 4.87558 0.0691
Cl 8.17952 1.69277 4.18549 -0.1024
Cl 7.03854 3.70679 5.93863 -0.1262
Cl 9.92348 3.43570 5.72656 -0.1284
H 8.39170 4.01380 4.06127 0.2842


In g mol⁻¹, the molar mass values for the records above are, in order, 805.1, 728.7, 2006.8.